The following is a quantum chemistry calculation of a cluster of 14 separate species, C78H166N8O18 in total at a distorted geometry, from the Open Molecules 2025 dataset.

Geometry (Å):
C  -18.04  18.78  1.21
H  -10.74  -1.96  5.41
C  -6.69  16.72  13.06
H  -24.64  7.44  17.69
H  -10.47  -0.04  4.64
C  5.63  10.56  11.28
H  3.27  9.37  10.50
O  -0.70  9.34  17.57
C  -8.85  19.67  11.77
H  -5.42  -0.85  2.74
H  -7.80  -2.44  5.27
H  -16.29  10.35  -6.99
H  -17.05  7.61  -5.61
C  -18.70  16.05  2.60
H  -21.01  8.67  16.91
H  -15.08  16.50  5.12
H  -15.34  -0.36  17.08
C  -18.17  20.29  0.81
H  -14.07  6.48  10.76
H  6.00  9.64  10.82
H  -14.54  7.73  -9.15
O  -2.62  1.53  8.92
C  -16.10  10.66  -9.82
H  3.79  8.57  13.46
H  -18.15  9.79  -4.41
O  -8.76  5.72  20.17
H  -24.41  9.00  17.04
H  -9.58  -1.08  2.15
C  -8.51  -1.62  5.33
C  -11.37  5.71  11.39
H  -13.16  8.04  13.12
C  -9.63  20.26  13.00
H  1.48  7.68  12.43
H  -18.89  17.29  5.09
H  -17.95  20.37  -0.25
C  -15.78  15.30  3.50
H  -4.09  6.12  5.70
H  -8.75  -3.47  1.70
C  -5.82  6.65  6.26
H  -10.23  -2.25  3.25
O  -9.57  4.72  21.80
H  -9.23  19.96  13.96
C  -17.10  9.51  -4.47
N  -22.75  8.61  18.18
C  4.17  8.80  12.46
C  -9.81  -2.36  5.83
H  -27.36  8.61  19.65
O  -17.68  0.39  9.57
C  -9.89  5.30  20.75
C  -22.08  8.52  16.75
H  -25.07  9.88  19.31
H  -11.13  -1.95  16.15
C  7.89  10.88  12.35
C  7.26  10.62  13.73
C  -14.58  10.51  -9.83
H  -8.41  6.71  11.61
N  -12.15  7.02  11.58
H  -10.19  21.98  11.84
H  -10.68  -3.00  7.64
H  -10.14  17.55  12.79
H  -10.19  -2.63  18.25
C  -5.99  16.45  11.73
H  -16.96  9.01  -3.52
C  -15.29  -3.09  16.26
C  -7.66  17.95  10.47
H  7.39  11.70  10.54
H  -6.93  18.74  10.37
C  -16.68  0.92  10.07
H  -16.71  -4.20  14.97
H  -25.04  8.34  20.04
H  -15.95  -2.28  15.93
H  -12.32  6.14  8.88
H  -17.15  18.31  0.79
H  -9.32  16.23  11.84
H  -8.39  17.96  9.65
H  -10.04  -1.31  7.65
H  -14.46  8.10  7.97
H  -17.06  16.15  6.56
O  -1.76  1.77  6.89
C  -9.59  0.31  4.11
C  -12.82  7.02  12.95
O  -11.00  5.34  20.26
H  -20.67  6.01  17.28
C  -22.22  7.11  16.20
H  -22.69  7.55  20.07
H  -15.58  8.47  -5.54
H  -10.96  5.68  10.38
H  -23.36  5.71  18.53
H  -1.59  9.60  15.99
H  -17.95  9.60  -9.33
O  -6.88  7.22  6.01
H  -7.47  0.28  2.53
C  6.83  11.54  11.46
H  -16.45  14.47  3.31
C  -2.02  1.03  7.84
H  -8.33  5.28  20.90
H  -19.17  20.70  0.95
H  -15.10  14.86  5.61
H  -14.76  0.30  18.64
H  -16.81  6.80  -9.24
H  -13.68  6.35  12.92
C  -16.26  16.55  2.78
H  -16.08  -0.91  18.58
H  -8.06  -3.62  3.26
H  -9.81  0.75  3.13
C  6.18  9.58  13.64
H  -12.86  -0.20  17.07
C  -13.05  -1.26  16.95
H  -6.94  18.97  13.06
H  -6.98  -1.75  1.04
H  -21.57  7.07  15.32
H  -9.68  -3.38  5.46
C  -18.03  18.52  2.71
H  -6.44  16.18  9.54
C  4.22  11.23  13.31
H  -14.20  -2.05  20.09
C  -17.85  17.15  4.79
C  -13.30  7.23  10.57
H  -12.23  7.85  8.68
H  -8.99  0.96  4.74
N  -8.40  18.19  11.82
O  -16.02  13.53  14.31
C  -9.69  21.81  12.79
C  -26.73  8.68  18.76
H  8.25  9.92  11.99
H  -8.13  18.06  13.99
O  -14.23  13.84  15.68
N  -16.32  8.62  -8.21
H  4.80  12.15  13.31
H  -22.64  10.63  17.93
H  -22.69  10.04  19.72
H  -18.98  18.81  3.17
C  -25.19  8.83  19.07
H  -16.25  16.38  1.70
H  -10.75  -1.09  18.42
H  -14.08  11.45  -10.03
H  -13.89  8.12  10.80
C  -24.28  8.43  17.96
H  -8.70  22.27  12.77
H  6.71  8.72  13.22
H  -16.49  6.60  -7.47
C  -10.15  5.58  12.40
H  6.47  12.53  11.76
C  -9.29  -1.83  2.89
H  -16.78  8.74  -10.36
C  -22.29  9.96  18.72
H  -15.52  -3.03  18.48
H  -12.11  -3.22  16.69
H  -7.62  15.70  10.57
N  5.03  10.09  12.65
N  -8.65  -0.89  3.91
H  -7.19  15.81  13.38
H  -10.68  19.95  13.03
C  -16.82  9.40  -6.99
H  -16.36  11.51  -9.19
O  -4.70  6.82  5.49
H  -21.87  5.33  19.14
C  -6.31  -1.39  3.06
H  -8.49  6.70  13.21
H  -12.05  4.85  11.38
C  2.09  7.85  11.55
H  -16.40  11.05  -10.80
H  -5.19  17.19  11.64
C  -16.99  7.20  -8.24
H  -17.32  18.07  5.04
H  -21.12  7.64  19.35
C  -11.80  -2.21  16.97
H  4.76  10.91  10.73
H  -8.12  -0.84  5.99
C  -16.27  -4.27  15.97
C  -15.52  14.08  15.31
C  -14.72  8.46  -8.36
C  -14.08  7.08  8.02
C  -16.65  8.63  -5.66
O  -1.68  10.54  16.11
H  -11.62  -2.36  20.42
C  -9.19  6.74  12.37
H  2.41  9.90  11.93
H  -22.40  9.30  16.07
H  -9.59  4.73  12.00
H  -7.94  20.24  11.58
C  -12.90  7.05  9.00
O  -0.69  11.51  17.81
C  -9.87  -2.34  7.34
H  -13.99  -3.75  17.90
H  -10.21  22.30  13.62
C  -11.12  8.18  11.49
H  -14.45  -3.16  15.57
O  -15.66  0.99  9.19
H  -13.58  -1.30  16.00
H  1.35  7.90  10.76
C  -6.93  16.53  10.45
H  8.61  11.69  12.43
H  7.99  10.29  14.46
H  -13.72  6.88  7.01
H  -16.55  10.45  -4.35
H  -18.05  7.13  -7.98
H  -14.36  7.97  -7.45
H  5.68  9.26  14.55
H  -23.21  6.83  15.86
C  -21.75  6.00  17.15
H  -15.52  17.31  3.01
O  -16.17  14.97  15.90
H  -10.66  8.17  10.50
C  -22.34  6.08  18.50
H  -13.20  -0.65  19.75
C  -7.27  -0.31  3.43
H  -21.20  9.94  18.81
C  3.00  9.09  11.52
H  -6.00  -2.09  3.82
H  -12.87  9.76  -8.81
H  -9.14  8.86  12.27
H  4.83  7.99  12.15
C  -9.90  8.10  12.47
H  -14.84  14.87  3.16
H  -11.66  9.12  11.46
H  -17.35  20.78  1.34
H  -8.93  -2.59  7.83
C  -22.18  7.51  19.11
H  -27.10  9.50  18.15
H  -17.08  -4.25  16.69
C  -7.52  18.05  13.08
H  -6.40  -3.23  1.66
C  -11.14  -2.11  18.37
C  -1.05  10.49  17.27
H  -5.91  16.91  13.80
C  -9.60  17.28  11.89
C  -8.22  -2.90  2.46
H  -14.88  6.36  8.18
H  3.23  11.39  12.89
O  -1.61  -0.15  7.83
H  -19.68  16.44  2.87
N  -17.71  17.08  3.18
C  -14.74  -2.97  17.73
C  -16.90  9.40  -9.50
H  6.97  11.56  14.21
O  -5.75  5.74  7.10
H  -18.64  15.08  3.09
O  -16.68  1.42  11.18
H  -26.81  7.75  18.20
C  -15.14  -0.58  18.13
H  -6.88  0.26  4.27
H  -12.52  -3.55  19.40
H  -14.04  10.43  -7.70
C  -13.40  -1.68  19.45
C  -17.13  15.90  5.50
H  -10.29  8.21  13.48
H  -17.88  9.64  -7.06
C  -15.66  15.58  5.02
C  -13.94  9.83  -8.61
C  -6.90  -2.32  1.96
H  -3.16  2.21  8.51
H  -18.71  15.96  1.52
H  -14.53  9.85  -10.69
H  -21.92  5.03  16.67
H  -17.82  15.06  5.42
C  -12.13  -2.53  19.47
H  -14.29  14.38  16.48
H  2.65  6.92  11.45
H  -18.84  18.23  0.74
H  4.23  10.81  14.32
H  -10.45  5.19  13.37
H  -5.50  15.49  11.82
H  -10.22  17.55  11.03
H  -17.28  19.12  3.25
H  -12.05  6.70  13.65
H  -16.28  0.66  8.54
N  -14.06  -1.65  18.06
H  -15.71  -5.21  15.97
H  -9.44  19.87  10.88

F_max: 0.092 Eh/bohr
Energy relative to the best compared isomer or geometry (same formula, charge and spin): 0.0 kcal/mol
Electronic energy: -132320.8572 eV
LUMO: -0.1248 Ha
2S+1: 1
Charge: +2